C51H65F12N4O36PS2 | wB97M-V/def2-TZVPD

Cartesian coordinates (Å):
1 C -0.57682 7.32914 -3.28611
2 C -0.67308 6.40411 -4.60873
3 O -0.90115 6.88766 -5.75287
4 O -0.44053 5.00484 -4.42353
5 C -1.68518 4.24731 -4.50849
6 C -1.76775 3.00844 -3.48939
7 C -0.55099 2.99229 -2.39008
8 C -0.61238 1.65489 -1.56245
9 C -0.59464 1.64989 0.07996
10 C -1.14082 3.06888 0.56580
11 C -2.46570 3.76178 0.07561
12 C -2.31902 5.37462 0.34202
13 N -3.15758 6.14733 -0.66911
14 C -1.49488 0.35478 0.63628
15 C -3.07584 0.63306 0.65001
16 C -3.91511 0.99077 -0.63110
17 C -5.39236 1.60554 -0.29514
18 F -6.38208 0.54511 -0.36745
19 F -5.75746 2.50192 -1.37797
20 F -5.53897 2.19514 0.97394
21 P -1.20462 0.38399 2.56884
22 N -2.13165 -0.62317 3.40323
23 C -1.08708 -1.06382 0.02387
24 S -2.08109 -1.61470 -1.49837
25 C -1.10520 -2.37762 0.91343
26 C -2.49913 -3.36957 0.61309
27 C -3.29481 -3.87876 2.01641
28 O -3.84820 -2.77754 0.99182
29 O 0.25619 -1.11350 -0.62849
30 S 1.42704 -0.28979 0.21437
31 O 2.65701 -0.50123 -0.67327
32 O 1.72301 -1.14596 1.41646
33 C 1.01399 1.52061 0.53304
34 O 1.64741 2.40168 -0.46369
35 C 3.01892 2.43809 -0.55648
36 N 4.23592 2.39111 -0.50185
37 N 1.40157 2.04306 1.81271
38 C 2.49490 1.43548 2.59570
39 C 2.29120 1.15783 4.19299
40 O 3.62374 1.04095 2.17475
41 C 1.46820 3.43637 2.19798
42 C 2.27432 4.68829 1.61807
43 O 0.78846 3.75457 3.24691
44 H -0.11449 8.35146 -3.52421
45 H 0.16138 6.80169 -2.56339
46 H -1.63024 7.42251 -2.84662
47 H -2.56037 4.98456 -4.41937
48 H -1.75333 3.80688 -5.57878
49 H -1.63608 2.02652 -4.09290
50 H -2.80462 2.94277 -3.00929
51 H 0.40517 3.01451 -3.05259
52 H -0.58311 4.00285 -1.87479
53 H 0.23818 0.99047 -2.00362
54 H -1.55524 1.08700 -1.94233
55 H -1.15809 3.21393 1.72091
56 H -0.31588 3.82688 0.23259
57 H -3.42115 3.48914 0.68056
58 H -2.76550 3.68499 -1.02204
59 H -1.25047 5.75680 0.20859
60 H -2.76846 5.60919 1.38312
61 H -3.11371 7.13290 -0.35791
62 H -4.10789 5.76134 -0.60542
63 H -3.68459 -0.23510 1.12845
64 H -3.22138 1.49655 1.41866
65 H -4.22872 0.06886 -1.27008
66 H -3.48433 1.72631 -1.38953
67 H -1.57053 1.68101 3.12415
68 H 0.13810 0.08832 2.93099
69 H -2.69073 -1.16224 2.73300
70 H -1.50071 -2.80970 -1.95693
71 H -0.93230 -2.34543 2.02371
72 H -0.32275 -3.13688 0.50105
73 H -2.43272 -4.17936 -0.30408
74 H -3.91372 -4.84044 1.90107
75 H -3.14319 -3.28959 2.98003
76 H 2.35043 0.01140 4.32208
77 H 1.23160 1.47710 4.51087
78 H 3.12691 1.60846 4.82762
79 H 2.12353 5.65814 2.22909
80 H 3.37308 4.43391 1.42287
81 H 1.81531 4.92368 0.57394
82 O -0.77683 -5.62767 -1.23308
83 C 0.14874 -6.10091 -0.63007
84 O 1.45220 -5.78865 -0.86613
85 C 2.21629 -6.45011 0.13446
86 C 1.31298 -7.56890 0.53752
87 F 1.47853 -7.88127 1.84565
88 O 0.02095 -7.01925 0.36692
89 H 2.41969 -5.75529 0.95451
90 H 3.16633 -6.80521 -0.26684
91 H 1.41274 -8.47060 -0.07401
92 O 4.79048 -8.49825 0.94533
93 C 4.96411 -8.82813 2.08827
94 O 5.67403 -9.93168 2.47104
95 C 5.75426 -9.88965 3.88845
96 C 4.57617 -9.04383 4.25102
97 F 4.82064 -8.32627 5.37211
98 O 4.46987 -8.15127 3.16073
99 H 6.70566 -9.43878 4.18482
100 H 5.69405 -10.89226 4.31480
101 H 3.64058 -9.59970 4.36322
102 O 1.01392 9.26897 -1.86254
103 C 0.77208 10.44147 -1.79935
104 O -0.45675 10.95366 -1.50455
105 C -0.29518 12.36028 -1.39759
106 C 0.93420 12.60398 -2.21228
107 F 1.64071 13.65064 -1.72452
108 O 1.68827 11.42477 -2.02078
109 H -0.16528 12.63199 -0.34607
110 H -1.16652 12.88660 -1.79067
111 H 0.74480 12.74988 -3.27988
112 O 4.78058 1.53484 7.00170
113 C 4.97071 0.39200 6.69621
114 O 6.14799 -0.26671 6.89263
115 C 5.92340 -1.61867 6.52318
116 C 4.76134 -1.50654 5.58982
117 F 3.97504 -2.60690 5.65871
118 O 4.03842 -0.40563 6.10276
119 H 5.69195 -2.20591 7.41658
120 H 6.80471 -2.04547 6.04162
121 H 5.03727 -1.31237 4.54883
122 O -10.23745 7.07169 -0.92892
123 C -9.19798 6.52968 -1.17141
124 O -9.08714 5.36408 -1.87064
125 C -7.69857 5.13111 -2.05448
126 C -7.09207 5.91116 -0.93269
127 F -5.87363 6.39705 -1.27995
128 O -7.97962 6.99761 -0.77572
129 H -7.39515 5.50141 -3.03813
130 H -7.46774 4.06659 -1.99416
131 H -7.01637 5.35926 0.00925
132 O -3.12321 1.54275 -5.66224
133 C -2.93889 0.40028 -5.97432
134 O -1.76346 -0.26377 -5.78294
135 C -1.99414 -1.61353 -6.15774
136 C -3.15784 -1.49278 -7.08835
137 F -3.94830 -2.58966 -7.02265
138 O -3.87413 -0.39122 -6.56947
139 H -2.22616 -2.20344 -5.26622
140 H -1.11552 -2.04196 -6.64279
141 H -2.88323 -1.29554 -8.12885
142 O 4.91512 -6.02632 -0.68259
143 C 4.93530 -5.28536 -1.62728
144 O 3.83746 -4.64930 -2.12202
145 C 4.29919 -3.77345 -3.13995
146 C 5.59324 -4.40458 -3.54137
147 F 6.48665 -3.46993 -3.94108
148 O 6.05682 -4.98413 -2.33893
149 H 4.42952 -2.77008 -2.72411
150 H 3.58756 -3.72099 -3.96548
151 H 5.49757 -5.17808 -4.30932
152 O 10.25325 -11.36918 0.17651
153 C 9.24176 -10.87628 -0.23544
154 O 9.11722 -9.56289 -0.58489
155 C 7.81963 -9.41227 -1.14248
156 C 7.07882 -10.56087 -0.53996
157 F 6.12460 -11.01999 -1.38551
158 O 8.07254 -11.55616 -0.40455
159 H 7.88281 -9.47578 -2.23283
160 H 7.38463 -8.44836 -0.87206
161 H 6.63723 -10.34662 0.43576
162 O -5.48863 -3.59901 3.78317
163 C -5.74953 -2.42953 3.82191
164 O -6.98709 -1.93358 4.11060
165 C -6.85197 -0.52326 4.18634
166 C -5.63083 -0.27426 3.36201
167 F -4.94351 0.79681 3.82434
168 O -4.85372 -1.43506 3.57613
169 H -6.72347 -0.22608 5.23119
170 H -7.73466 -0.02226 3.78523
171 H -5.82707 -0.15535 2.29185

Forces on the atoms, in the same order (eV/Å):
0.8292 -1.1533 -0.6283
-0.2826 1.8505 -2.6406
0.7973 -2.1983 4.6081
-1.0438 1.7448 0.4108
-1.1021 -0.7308 -1.3356
1.2252 -0.6200 0.0445
-0.2943 0.9615 -1.9439
-0.0661 -1.3736 -0.9121
-0.7258 0.0277 -1.3531
1.1137 1.4774 1.0680
-1.1874 1.6387 0.0686
-0.8772 -0.1374 -0.1491
0.9650 -0.9288 1.1206
0.5483 1.0937 0.3662
-1.3597 0.4121 1.2420
-1.5826 0.1750 -1.4473
-0.4372 -1.3352 -0.8970
2.1632 2.7128 0.4646
0.6433 -1.6368 3.1106
0.0380 -0.8101 -3.0266
-1.8536 -1.7706 2.0663
0.4763 0.4107 -1.6475
0.2008 -2.6102 -0.8654
-0.2983 0.6926 -0.7171
-1.5045 -3.3477 -0.6932
-1.3722 -0.3263 3.6758
-0.0057 2.5578 -4.1263
3.1978 -2.6934 0.2309
0.4328 3.5661 1.9943
7.2142 -7.2201 -0.8990
-4.2986 2.4762 1.5045
-2.4161 3.1817 -1.2886
-1.1711 2.2369 -1.2707
2.5225 -0.6394 -0.8398
3.8654 -0.9853 1.0918
-6.8408 0.6180 -0.5732
1.1898 -1.3626 0.5075
4.8841 -3.1006 2.1199
-1.2833 -0.1699 -0.9351
-5.1284 2.0640 0.3775
-3.2742 4.4217 4.6869
-0.1811 -0.5318 -1.8881
2.7663 -1.9566 -4.2560
-1.0574 -1.7752 0.0538
-1.5363 0.8933 -1.0283
1.5892 -0.2056 -0.4966
1.1458 -1.2139 0.1865
0.0697 0.7926 1.7442
-0.3005 1.8339 1.0398
1.4217 0.2816 -0.5921
-1.5338 -0.0358 1.3957
0.1441 -1.4565 -0.1659
-1.4285 1.0514 1.1133
1.5248 0.9385 1.0599
0.1622 -0.6779 -1.9687
-1.2766 -1.4907 0.5057
1.8100 0.0864 -0.9413
0.8453 -0.1524 1.3840
-1.3419 -0.7201 0.4981
1.3522 -0.4754 -1.2783
-0.5870 -0.8111 -0.3750
0.5807 0.8263 -0.0198
1.6107 1.0523 -0.7483
0.2486 -1.3822 -1.3928
0.8064 1.4203 1.3070
-0.3527 -0.9583 1.3984
1.0040 -0.3515 -1.0449
-0.1860 0.6790 -0.6860
-0.0125 -0.0431 0.6441
0.0066 1.2113 1.1634
-0.3450 0.5255 -1.2160
-0.9863 1.7864 0.5026
-0.3359 2.3840 2.5529
1.1576 1.7537 0.5919
0.1162 -1.5711 -1.3369
-0.0577 1.8627 -0.4656
1.8485 -0.2499 -0.2424
-1.3214 -0.3751 -1.1309
0.2076 -2.1867 -0.5851
-1.5312 0.3780 0.3881
0.8447 -0.4721 1.5812
0.6997 -0.2557 0.5166
-0.6072 0.7601 -0.6387
-1.2103 -0.2552 0.0537
1.0723 -0.1660 -0.0460
0.0475 -0.0818 0.6381
-0.0737 -0.2515 0.0990
0.1091 0.1823 -0.7526
-0.1116 -0.1899 0.0723
-0.4443 0.1782 0.0858
-0.0386 -0.0406 0.2010
0.3003 -0.5414 1.3322
-0.2061 0.5926 -1.6300
-0.5141 0.6410 -0.2383
0.6320 -0.8300 0.4252
-0.0862 0.5278 0.6073
-0.1475 0.0134 0.0869
0.1247 -0.7658 -0.4383
-0.2050 0.1484 0.0819
-0.0071 0.0400 -0.2603
0.0192 0.1532 0.1159
-0.1209 1.3868 0.3418
0.2791 -1.6546 0.1507
0.6451 -0.2658 -0.2477
-0.9336 0.4433 0.2766
0.5844 0.5121 0.1346
0.0886 0.1077 -0.1378
-0.7398 -0.2287 -0.2085
0.2200 0.0675 -0.1394
0.0149 -0.2536 0.0013
0.1373 0.1105 0.0737
0.1325 -1.1701 -0.3193
-0.0443 1.6343 0.7128
-0.6354 0.3375 -0.2066
0.8705 -0.5430 0.1959
-0.5656 -0.5175 -0.1534
-0.1072 -0.0547 -0.1615
0.8454 0.0781 0.0843
-0.2099 -0.0070 -0.1657
-0.0098 0.2389 0.0750
-0.1651 -0.1027 0.0068
1.1350 -0.5382 -0.2905
-1.8329 0.7086 0.0732
0.0517 0.5943 0.4786
0.1201 -0.9371 -0.6041
0.3570 0.4038 -0.0457
-0.0601 0.0827 0.0662
-0.2149 -0.6540 0.0407
0.1425 0.1446 0.1913
-0.2316 0.1142 0.0224
0.1783 0.0964 -0.0331
0.0220 -1.2825 -0.4604
-0.1940 1.5342 0.5754
-0.6104 0.3861 -0.1937
0.8833 -0.5708 0.2018
-0.6211 -0.4995 -0.0640
-0.0751 -0.0453 -0.1748
0.7516 0.2290 -0.0510
-0.2090 -0.0020 -0.1594
-0.0024 0.2400 0.0849
-0.1490 -0.1165 0.0222
0.5452 0.9128 -1.0799
-0.1916 -0.6109 1.2249
0.7378 -0.5237 0.2655
-0.7912 0.6492 -0.3759
0.6312 0.4449 -0.2243
0.1165 -0.0997 -0.1483
-0.7260 -0.3362 -0.0126
0.2024 -0.0901 -0.0678
-0.0503 -0.1508 0.2157
0.1679 0.0996 -0.0169
-1.0187 0.5081 -0.4566
1.6122 -0.5703 0.4236
0.0133 -0.7287 0.2673
-0.1479 1.0427 -0.3241
-0.6161 -0.3352 -0.2368
-0.2056 -0.1117 0.0261
0.3521 0.6167 0.2779
-0.1346 -0.2061 0.0844
0.1793 -0.0760 0.0924
-0.0809 -0.1191 -0.2195
-0.3991 1.2283 0.2489
0.1716 -1.6881 0.0727
0.5860 -0.2231 -0.2254
-0.9366 0.3806 0.2601
0.7279 0.4669 0.1717
0.0170 0.1982 -0.1690
-0.9763 -0.2941 -0.1127
0.2293 0.0759 -0.1403
0.0171 -0.2463 -0.0033
0.0954 0.0861 0.0558

Computed properties:
DFT total energy ... -197165.1041 eV
HOMO energy ... -8.47 eV
SMILES string ... CC(=O)OCCCC[C@@]1(CCCN)[C@](CCC(F)(F)F)([PH2]=N)[C@](S)(C[C@H]2CO2)OS(=O)(=O)[C@]1(OC#N)N(C(C)=O)C(C)=O.O=C1OC[C@@H](F)O1.O=C1OC[C@@H](F)O1.O=C1OC[C@@H](F)O1.O=C1OC[C@@H](F)O1.O=C1OC[C@@H](F)O1.O=C1OC[C@@H](F)O1.O=C1OC[C@@H](F)O1.O=C1OC[C@@H](F)O1.O=C1OC[C@@H](F)O1
Lowest unoccupied orbital energy ... -0.832 eV